Entry 1:
ORCA calculation (the ωB97M-V functional and the def2-TZVPD basis) on C15H19NO2 in the gas phase at a distorted geometry.

Structure (ORCA input):
```
! wB97M-V def2-TZVPD RIJCOSX def2/J DEFGRID3
* xyz 0 1
O -1.32228 -0.39167 -1.93114
O 0.85779 -2.14707 -0.76011
C 0.29907 1.12748 0.50752
C 0.95144 -0.09075 0.48679
C -4.03940 -1.39455 0.34530
C -3.31672 -1.81911 1.44361
C -3.38725 -0.92313 -0.76437
C -1.93170 -1.89184 1.38737
C -1.98250 -0.95931 -0.83581
C -1.23234 -1.44743 0.26298
N 1.13556 2.25503 0.62392
C -2.00829 -0.38155 -3.20399
C 0.29265 -1.47137 0.36347
C 2.05207 2.28547 -0.54008
C 1.95275 2.20671 1.86478
C 2.90160 0.97309 -0.56565
C 2.75089 0.89186 1.86538
C 2.46027 0.06108 0.59630
H 0.55959 -1.67684 -1.57433
H -0.79059 1.16716 0.40912
H -5.09890 -1.43987 0.44123
H -3.84294 -2.06092 2.35682
H -3.94095 -0.51932 -1.61605
H -1.35385 -2.26403 2.22276
H -2.49278 -1.32274 -3.46748
H -2.75264 0.41981 -3.21311
H -1.27415 -0.21344 -4.00054
H 0.55485 -2.01650 1.27054
H 2.67787 3.15750 -0.45144
H 1.46334 2.40491 -1.45097
H 2.59834 3.11152 1.91640
H 1.33221 2.19587 2.78748
H 3.95565 1.24165 -0.59529
H 2.69686 0.42854 -1.50460
H 3.81092 1.09922 1.95838
H 2.46621 0.29429 2.74842
H 2.99732 -0.88974 0.61640
*
```

- max |F| (eV/Å) = 3.551
- orbital gap (eV) = 9.0
- ΔE to the lowest compared entry with this formula, charge and spin (kcal/mol) = 51.5
- E_HOMO (eV) = -8.3
- E_tot (Ha) = -788.151893

Entry 2:
ORCA calculation (the ωB97M-V functional and the def2-TZVPD basis) on 2 unconnected molecules or ions with the total composition C5H3N at a distorted geometry.

Structure (ORCA input):
```
! wB97M-V def2-TZVPD RIJCOSX def2/J DEFGRID3
* xyz 0 1
C 1.10856 -2.16873 0.11042
C 1.78677 1.24192 0.07460
C -0.53452 1.78108 -0.09382
C 0.08314 -1.57699 -0.05156
C -1.72296 1.53445 0.04552
N 0.73429 1.74202 -0.04659
H 1.89635 -2.92952 0.18485
H -0.62510 -0.86165 -0.27468
H -2.72653 1.23741 0.05124
*
```

- max |F| (eV/Å) = 5.500
- orbital gap (eV) = 11.3
- ΔE to the lowest compared entry with this formula, charge and spin (kcal/mol) = 80.9
- E_HOMO (eV) = -10.7
- E_tot (Ha) = -246.853129

Entry 3:
ORCA calculation (the ωB97M-V functional and the def2-TZVPD basis) on 2 unconnected molecules or ions with the total composition C3H9NO3 at a distorted geometry.

Structure (ORCA input):
```
! wB97M-V def2-TZVPD RIJCOSX def2/J DEFGRID3
* xyz 0 1
C 0.66145 1.33490 -0.80111
N 0.18906 0.04155 -0.87152
C -1.26832 -0.12098 -0.60345
C -1.57655 -0.70039 0.78191
O -2.48085 0.13276 1.48094
O 1.82185 1.66800 -0.87044
H -0.07760 2.10314 -0.51718
H 0.77439 -0.63749 -0.40200
H -1.69666 0.87832 -0.64128
H -1.68687 -0.71867 -1.40931
H -2.12473 -1.63152 0.57148
H -0.68681 -1.00558 1.33178
H -2.11304 0.45415 2.30892
H 3.96120 -1.00378 0.30049
H 3.13348 0.08246 -0.42013
O 3.17003 -0.87689 -0.23909
*
```

- max |F| (eV/Å) = 1.712
- orbital gap (eV) = 10.6
- ΔE to the lowest compared entry with this formula, charge and spin (kcal/mol) = 33.4
- E_HOMO (eV) = -9.9
- E_tot (Ha) = -400.168222

Entry 4:
ORCA calculation (the ωB97M-V functional and the def2-TZVPD basis) on 2 unconnected molecules or ions with the total composition C3H9N4 at a distorted geometry.

Structure (ORCA input):
```
! wB97M-V def2-TZVPD RIJCOSX def2/J DEFGRID3
* xyz 1 1
C -1.31726 -0.98497 0.24651
C -0.29737 -1.68132 -0.63043
C 0.98197 2.27916 -0.57382
N -0.56537 0.09553 0.94490
N 1.66984 -0.44833 0.14026
N 0.74734 -0.65252 -0.87311
N 0.51554 0.37239 0.11895
H -1.99103 -0.30613 -0.44617
H -2.00355 -1.50806 0.88160
H 0.11570 -2.45721 0.12349
H -0.73383 -2.02529 -1.46704
H 2.08119 2.33095 -0.44773
H 0.73210 2.29076 -1.62184
H 0.34051 2.76871 0.03758
H -0.07628 -0.29875 1.81253
H 1.64892 -1.14010 0.80702
*
```

- max |F| (eV/Å) = 6.226
- orbital gap (eV) = 9.5
- ΔE to the lowest compared entry with this formula, charge and spin (kcal/mol) = 192.6
- E_HOMO (eV) = -14.6
- E_tot (Ha) = -338.213981

Entry 5:
ORCA calculation (the ωB97M-V functional and the def2-TZVPD basis) on a molecular structure, C64H60AsF3MnN6P2SSb.

Structure (ORCA input):
```
! wB97M-V def2-TZVPD RIJCOSX def2/J DEFGRID3
* xyz 1 6
Mn -0.42298 0.11060 0.20022
N 2.50971 -2.05599 2.99927
C 1.72924 -1.59409 1.99964
S 0.08552 -1.20420 2.36339
N 2.32752 -1.55113 0.82134
N 1.58695 -0.94675 -0.14501
C 1.98667 -1.08311 -1.35790
C 3.10473 -1.96089 -1.79032
C 4.39627 -1.80878 -1.29498
C 5.40741 -2.65346 -1.72172
C 5.13416 -3.66682 -2.63405
C 3.84741 -3.83010 -3.12299
C 2.83708 -2.97344 -2.70543
C 1.24373 -0.29075 -2.37139
C 1.73224 -0.11837 -3.66324
C 1.05263 0.71101 -4.53675
C -0.09665 1.35840 -4.10744
C -0.52440 1.12080 -2.81646
N 0.11029 0.30572 -1.97335
H 2.07780 -2.32270 3.86607
H 3.39418 -2.46723 2.74939
H 4.59825 -1.04655 -0.55598
H 6.40963 -2.53112 -1.33354
H 5.92484 -4.32968 -2.95981
H 3.62516 -4.61962 -3.82881
H 1.83048 -3.10503 -3.08734
H 2.64173 -0.61938 -3.95914
H 1.42538 0.86152 -5.54149
H -0.65212 2.02638 -4.74923
H -1.43001 1.58401 -2.43954
N -2.33013 1.91260 2.47748
C -3.04015 0.80531 2.15171
C -4.31809 0.59494 2.70776
C -4.99037 -0.55915 2.41160
C -4.39351 -1.50925 1.57343
C -3.16612 -1.20620 1.05118
N -2.49290 -0.05986 1.29032
H -2.75932 2.69053 2.94379
H -1.41875 2.06870 2.08246
H -4.73597 1.34035 3.36963
H -5.96973 -0.73649 2.83662
H -4.86348 -2.45474 1.34488
H -2.66394 -1.91119 0.40347
C -0.03969 4.11635 0.28943
P 0.76012 2.49559 0.54296
C 2.04756 2.51672 -0.76332
C 1.90950 3.24483 -1.94020
C 2.91453 3.23349 -2.89999
C 4.06662 2.49369 -2.69192
C 4.20957 1.75685 -1.52206
C 3.20624 1.76250 -0.56675
C 1.76836 2.74220 2.03995
C 2.81395 3.67183 2.03483
C 3.57376 3.87063 3.17039
C 3.30369 3.14437 4.32812
C 2.26527 2.23091 4.34377
C 1.49626 2.03055 3.20030
P -1.03333 4.82282 1.67682
C 0.28219 5.68380 2.61456
C 0.50677 5.31758 3.93605
C 1.47150 5.96829 4.69643
C 2.21381 6.99570 4.13775
C 1.99460 7.37380 2.81619
C 1.03215 6.72384 2.06352
C -1.82181 6.24535 0.82743
C -2.53365 7.12397 1.64902
C -3.18777 8.22106 1.11889
C -3.15500 8.45805 -0.25045
C -2.45910 7.59409 -1.07704
C -1.79535 6.49483 -0.54096
H -0.71633 3.98381 -0.55995
H 0.73372 4.83174 -0.00604
H 1.02200 3.83754 -2.12494
H 2.79583 3.81367 -3.80575
H 4.85458 2.49380 -3.43296
H 5.10973 1.18195 -1.35243
H 3.33695 1.19484 0.34839
H 3.04262 4.23816 1.13932
H 4.37967 4.59215 3.15773
H 3.90613 3.29856 5.21359
H 2.05310 1.65918 5.23745
H 0.70698 1.28724 3.22188
H -0.07529 4.51795 4.37965
H 1.63676 5.67416 5.72436
H 2.95916 7.50979 4.73032
H 2.56454 8.18427 2.38137
H 0.84597 7.04423 1.04357
H -2.56651 6.95214 2.71932
H -3.72805 8.89250 1.77261
H -3.66984 9.31312 -0.66702
H -2.42292 7.77414 -2.14330
H -1.24707 5.85083 -1.21384
C -3.26202 -0.51106 -4.06212
As -3.23370 -0.78442 -2.12163
C -4.82460 0.27222 -1.70534
C -4.03634 -2.56791 -2.14265
H -4.20541 -0.87376 -4.47011
H -2.43800 -1.05262 -4.52721
H -3.15864 0.54801 -4.29727
H -5.68153 -0.09130 -2.27261
H -4.64005 1.31423 -1.96726
H -5.04290 0.21182 -0.63985
H -5.00229 -2.52475 -2.64603
H -4.17130 -2.95387 -1.13271
H -3.37860 -3.24801 -2.68411
F -5.49248 -6.36254 2.50940
C -4.40700 -5.80408 1.94306
C -4.15839 -6.03892 0.60607
C -3.03365 -5.46122 0.03179
C -2.17209 -4.65470 0.77593
C -2.47809 -4.42824 2.11952
C -3.58654 -5.01021 2.71838
Sb -0.48218 -3.67548 -0.10149
C -0.46661 -4.79028 -1.92699
C -0.25248 -6.16686 -2.02580
C -0.25726 -6.80981 -3.25398
C -0.48230 -6.05531 -4.39079
F -0.48601 -6.67265 -5.58507
C -0.70081 -4.69450 -4.34692
C -0.68701 -4.07369 -3.10326
C 1.04915 -4.78337 0.88519
C 1.00461 -5.04272 2.25254
C 2.04811 -5.69705 2.89418
C 3.14596 -6.07051 2.14609
F 4.16643 -6.69903 2.76218
C 3.23812 -5.82241 0.79155
C 2.17972 -5.17549 0.16956
H -4.82954 -6.66821 0.03786
H -2.83376 -5.65358 -1.01529
H -1.85595 -3.77100 2.71916
H -3.82459 -4.84791 3.76077
H -0.07805 -6.75362 -1.13126
H -0.09116 -7.87438 -3.34381
H -0.87217 -4.14936 -5.26518
H -0.84891 -2.99900 -3.05671
H 0.14661 -4.74451 2.84318
H 2.01733 -5.92192 3.95162
H 4.11813 -6.13164 0.24461
H 2.25540 -4.96862 -0.89201
*
```

- max |F| (eV/Å) = 0.891
- orbital gap (alpha / beta) (eV) = 7.1 / 6.9
- expectation value of S² = 8.755
- E_HOMO (alpha / beta) (eV) = -9.7 / -9.7
- E_tot (Ha) = -7810.776560